Record 1
The following is a DFT calculation (the ωB97M-V functional and the def2-TZVPD basis) of the molecule C18H27N3O4.

Cartesian coordinates (Å):
1 C 6.338 1.883 -0.686
2 H 6.589 1.096 -1.405
3 O 4.952 1.977 -0.482
4 C 4.299 0.895 0.028
5 C 4.889 -0.309 0.366
6 C 4.129 -1.356 0.872
7 C 2.771 -1.207 1.070
8 C 2.171 0.009 0.742
9 C 2.906 1.055 0.214
10 O 2.394 2.257 -0.155
11 C 0.995 2.425 -0.121
12 H 0.612 2.391 0.906
13 H 0.812 3.415 -0.535
14 H 0.483 1.674 -0.730
15 H 1.113 0.132 0.914
16 C 1.923 -2.349 1.558
17 H 2.524 -3.046 2.143
18 H 1.114 -1.975 2.189
19 C 1.308 -3.112 0.371
20 N 0.501 -2.239 -0.441
21 C -0.832 -2.211 -0.442
22 O -1.583 -3.016 0.086
23 C -1.376 -0.999 -1.207
24 O -0.637 -0.119 -1.623
25 N -2.704 -1.037 -1.320
26 H -3.156 -1.831 -0.884
27 C -3.502 0.022 -1.882
28 H -2.813 0.680 -2.416
29 H -4.215 -0.408 -2.593
30 C -4.260 0.827 -0.814
31 C -3.303 1.457 0.200
32 H -2.588 2.107 -0.306
33 H -2.740 0.670 0.709
34 C -4.102 2.257 1.238
35 N -5.108 1.463 1.916
36 H -4.652 0.743 2.471
37 C -6.014 0.838 0.973
38 H -6.731 0.235 1.535
39 C -5.293 -0.025 -0.072
40 H -4.795 -0.853 0.438
41 H -6.018 -0.441 -0.774
42 H -6.564 1.639 0.468
43 H -3.432 2.678 1.991
44 H -4.619 3.084 0.741
45 H -4.789 1.632 -1.337
46 H 0.958 -1.446 -0.881
47 H 0.658 -3.913 0.729
48 H 2.105 -3.536 -0.247
49 H 4.613 -2.289 1.117
50 H 5.949 -0.454 0.233
51 H 6.641 2.848 -1.089
52 H 6.873 1.700 0.253

Computed properties:
**Relative energy (zero: lowest compared OMol25 entry of this formula, charge and spin)**: 41.0 kcal per mole
**HOMO**: -0.2925 hartree
**Energy**: -31765.2559 eV
**Structure (SMILES)**: COc1ccc(CCNC(=O)C(=O)NCC2CCNCC2)cc1OC
**HOMO-LUMO gap**: 0.3205 Ha

Mulliken charges in e: -0.97, 0.37, -0.42, 1.03, -0.44, -1.11, -0.04, -0.63, 0.87, -0.45, -0.74, 0.34, 0.35, 0.28, 0.48, -1.03, 0.47, 0.30, -0.83, -0.11, 0.62, -0.73, 0.47, -0.74, -0.07, 0.28, -1.41, 0.44, 0.45, 0.53, -0.38, 0.40, 0.19, -1.17, -0.34, 0.29, -0.96, 0.43, -0.70, 0.33, 0.38, 0.35, 0.43, 0.39, 0.31, 0.32, 0.44, 0.37, 0.37, 0.38, 0.23, 0.37



Record 2
The following is a DFT calculation (the ωB97M-V functional and the def2-TZVPD basis) of a cluster of 2 separate species, C3H7N3OS in total.

Cartesian coordinates (Å):
1 C 2.370 0.897 0.091
2 C -1.381 0.626 0.020
3 C -1.015 -1.690 -0.115
4 N 1.680 1.814 0.076
5 N -0.576 -0.329 -0.040
6 N 3.192 -0.118 0.181
7 O -1.026 1.892 0.097
8 S -3.186 0.479 0.022
9 H -1.062 -2.119 0.888
10 H -2.003 -1.786 -0.576
11 H -0.287 -2.249 -0.702
12 H -0.040 1.982 0.075
13 H -3.345 1.797 0.000
14 H 2.793 -0.978 0.529
15 H 3.887 -0.218 -0.545

Computed properties:
**Relative energy (zero: lowest compared OMol25 entry of this formula, charge and spin)**: 30.2 kcal per mole
**HOMO**: -0.3326 hartree
**Energy**: -20576.8755 eV
**Structure (SMILES)**: C/N=C(/O)S.N#CN
**HOMO-LUMO gap**: 0.3497 Ha

Mulliken charges in e: 0.47, 0.63, -0.96, -0.56, -0.38, -0.47, -0.52, -0.28, 0.30, 0.37, 0.25, 0.50, 0.15, 0.27, 0.24



Record 3
The following is a DFT calculation (the ωB97M-V functional and the def2-TZVPD basis) of the molecule C5H13N3.

Cartesian coordinates (Å):
1 C -0.642 -2.377 -0.879
2 C 0.551 3.026 -1.336
3 C 0.838 -0.248 1.610
4 N -0.930 -1.358 0.136
5 N 0.952 1.809 -0.662
6 C 0.033 -0.255 0.342
7 N -1.625 -1.828 1.266
8 C 0.145 0.617 -0.658
9 H 1.473 1.972 0.195
10 H -0.986 -2.212 1.963
11 H -2.122 -1.053 1.706
12 H -0.489 0.574 -1.539
13 H 0.167 -3.035 -0.538
14 H -0.340 -1.920 -1.826
15 H -1.530 -2.988 -1.077
16 H 0.254 2.815 -2.368
17 H 1.383 3.738 -1.351
18 H -0.290 3.502 -0.819
19 H 0.249 0.150 2.442
20 H 1.150 -1.266 1.871
21 H 1.757 0.339 1.524

Computed properties:
**Relative energy (zero: lowest compared OMol25 entry of this formula, charge and spin)**: 55.3 kcal per mole
**HOMO**: -0.2580 hartree
**Energy**: -9863.9702 eV
**Structure (SMILES)**: CN/C=C(\C)N(C)N
**HOMO-LUMO gap**: 0.2918 Ha

Mulliken charges in e: -0.83, -0.88, -1.32, 0.20, -0.23, 0.34, -0.74, -0.30, 0.21, 0.23, 0.26, 0.31, 0.29, 0.28, 0.30, 0.28, 0.31, 0.30, 0.25, 0.32, 0.42



Record 4
The following is a DFT calculation (the ωB97M-V functional and the def2-TZVPD basis) of a cluster of 2 separate species, C4H12 in total.

Cartesian coordinates (Å):
1 C 1.042 -1.369 0.525
2 C 0.780 -2.868 0.260
3 H 1.340 -1.328 1.571
4 H 1.902 -1.121 -0.054
5 H 0.196 -0.705 0.342
6 H 0.178 -2.903 -0.649
7 H 0.372 -3.412 1.161
8 H 1.770 -3.347 0.050
9 C -0.692 1.953 -1.135
10 C -1.138 2.290 0.328
11 H -0.814 2.857 -1.736
12 H 0.353 1.668 -1.262
13 H -1.256 1.079 -1.376
14 H -0.395 2.570 1.099
15 H -1.865 3.093 0.247
16 H -1.705 1.559 0.911

Computed properties:
**Relative energy (zero: lowest compared OMol25 entry of this formula, charge and spin)**: 15.2 kcal per mole
**HOMO**: -0.4313 hartree
**Energy**: -4341.8671 eV
**Structure (SMILES)**: CC.CC
**HOMO-LUMO gap**: 0.4726 Ha

Mulliken charges in e: -0.62, -0.81, 0.27, 0.29, 0.09, 0.28, 0.26, 0.24, -0.80, -0.90, 0.33, 0.25, 0.23, 0.27, 0.31, 0.31



Record 5
The following is a DFT calculation (the ωB97M-V functional and the def2-TZVPD basis) of the molecule C5H14N2.

Cartesian coordinates (Å):
1 N 1.601 0.020 -2.542
2 C 1.967 0.036 -1.120
3 C 0.787 0.491 -0.247
4 N -0.434 -0.212 -0.581
5 C -0.806 -1.387 1.544
6 C -1.386 -0.339 0.563
7 C -1.768 0.976 1.269
8 H 2.409 -0.271 -3.088
9 H 1.482 0.985 -2.818
10 H 2.830 0.678 -0.939
11 H 2.190 -0.955 -0.715
12 H 1.165 0.312 0.765
13 H 0.651 1.585 -0.340
14 H -0.948 0.382 -1.227
15 H -1.503 -2.184 1.821
16 H -0.175 -1.021 2.351
17 H -0.151 -2.009 0.926
18 H -2.287 -0.819 0.169
19 H -2.359 1.576 0.573
20 H -0.820 1.418 1.551
21 H -2.447 0.737 2.085

Computed properties:
**Relative energy (zero: lowest compared OMol25 entry of this formula, charge and spin)**: 26.1 kcal per mole
**HOMO**: -0.3219 hartree
**Energy**: -8391.4870 eV
**Structure (SMILES)**: CC(C)NCCN
**HOMO-LUMO gap**: 0.3615 Ha

Mulliken charges in e: -0.60, -0.76, -0.52, -0.39, -1.34, 0.23, -1.27, 0.24, 0.22, 0.34, 0.39, 0.31, 0.39, 0.27, 0.37, 0.30, 0.38, 0.38, 0.33, 0.31, 0.41



Record 6
The following is a DFT calculation (the ωB97M-V functional and the def2-TZVPD basis) of a structure of composition C12H15Cl2N5O2PmS3.

Cartesian coordinates (Å):
1 Pm 0.217 1.111 -0.891
2 S 1.609 1.532 1.299
3 C 3.014 1.006 0.399
4 S 2.858 0.720 -1.340
5 C 4.198 0.761 1.029
6 C 5.320 0.230 0.330
7 N 6.212 -0.233 -0.230
8 C 4.334 0.963 2.435
9 N 4.438 1.116 3.570
10 C -2.126 -1.754 2.346
11 N -0.967 -2.026 1.495
12 C -0.136 -3.077 1.734
13 C 0.986 -3.271 1.016
14 C 1.299 -2.323 -0.003
15 N 0.432 -1.320 -0.270
16 C -0.658 -1.149 0.490
17 O -1.402 -0.154 0.259
18 N 2.405 -2.402 -0.712
19 H -2.462 -2.677 2.809
20 H -2.923 -1.337 1.740
21 H -1.862 -1.032 3.119
22 H -0.431 -3.739 2.536
23 H 1.644 -4.101 1.222
24 H 3.107 -3.089 -0.491
25 H 2.698 -1.582 -1.245
26 Cl -1.248 3.210 0.449
27 C -0.104 4.478 -0.050
28 Cl 0.919 3.835 -1.349
29 H 0.528 4.724 0.795
30 H -0.664 5.325 -0.426
31 C -2.810 -0.529 -2.866
32 S -2.734 1.273 -2.927
33 C -3.812 1.585 -1.514
34 O -1.330 1.600 -2.428
35 H -2.567 -0.857 -1.858
36 H -2.096 -0.918 -3.590
37 H -3.817 -0.843 -3.138
38 H -4.798 1.184 -1.747
39 H -3.880 2.660 -1.365
40 H -3.391 1.098 -0.636

Computed properties:
**⟨S²⟩**: 6.01
**Spin multiplicity**: 5
**Relative energy (zero: lowest compared OMol25 entry of this formula, charge and spin)**: 0.0 kcal per mole
**HOMO (alpha / beta)**: -0.3829 / -0.3837 hartree
**Energy**: -98335.0454 eV
**HOMO-LUMO gap (alpha / beta)**: 0.2661 / 0.2680 Ha
**Charge**: +1

Mulliken charges in e: 0.40, -0.39, 1.00, -0.50, 0.39, -0.14, -0.45, -0.10, -0.45, -0.92, 0.14, -0.08, -0.97, 0.96, -0.19, 0.46, -0.64, -0.23, 0.35, 0.28, 0.32, 0.40, 0.37, 0.25, 0.02, -0.02, -0.31, 0.00, 0.34, 0.38, -0.67, 0.38, -0.62, -0.36, 0.01, 0.34, 0.45, 0.42, 0.32, 0.05